The following is a quantum chemistry calculation of 2 unconnected molecules or ions with the total composition C11H15N, from the OMol25 dataset.

## Properties
Energy relative to the best compared isomer or geometry (same formula, charge and spin) ... 51.9 kcal per mole
E_tot ... -482.832430 Eh
SMILES string ... Cc1c[nH]c2ccccc12.CC
Orbital gap ... 8.50 eV
Charge ... 0

Geometry (Å):
C1 3.7138 0.7892 -0.5557
C2 2.5488 0.1512 0.0214
H1 4.6556 0.2146 -0.5489
H2 3.3922 1.0268 -1.5698
H3 4.0570 1.7168 -0.1575
H4 1.7505 0.6429 0.5265
H5 2.8824 -0.6718 0.6686
H6 1.9895 -0.6178 -0.4763
C3 -0.3674 -0.9681 -2.3862
C4 -1.0555 0.0125 -0.0376
C5 -0.9707 -1.0126 -1.0263
C6 -1.8569 -0.5962 1.0215
C7 -1.5713 -2.1754 -0.5401
C8 -1.0421 2.0358 1.3070
C9 -1.9377 1.4777 2.1685
C10 -0.6936 1.3995 0.0761
C11 -2.3672 0.1358 2.0446
N1 -2.0298 -1.9478 0.7150
H7 -0.8057 3.0909 1.5362
H8 -2.2779 2.0217 3.0918
H9 0.0108 2.1467 -0.4870
H10 -3.0420 -0.3208 2.7867
H11 -0.3851 -0.0131 -2.9996
H12 -0.9391 -1.6004 -3.1393
H13 -1.4594 -3.1512 -0.9383
H14 -2.8149 -2.3548 1.2530
H15 0.6159 -1.4320 -2.3544